Record 1
62
Properties=species:S:1:pos:R:3 method="wB97M-V/def2-TZVPD" lumo_energy_ev="-6.0 / -6.3" spin_multiplicity=2 charge=+2 de_lowest_ev=0.4910 homo_ev="-13.07 / -13.07" orbital_gap_ev="7.08 / 6.77"
H 5.12695 1.18276 2.73221
O -0.08455 0.40457 -1.79404
H -3.37489 1.98173 -5.19786
H 2.00476 0.37568 2.37910
H -2.02735 0.78287 3.89805
H 3.71199 2.06563 3.35036
C 4.36287 -4.50812 -3.71679
H 3.79338 -5.23355 -4.30083
C 1.62384 -2.03707 -2.90174
C -3.85213 -1.90223 4.90743
C 2.44308 0.67866 1.44283
O -2.06275 0.41120 -3.73436
C -3.63096 0.83965 5.31103
H 4.95693 -3.92492 -4.42340
C -2.80356 0.21041 4.39595
H -3.61677 4.43420 -4.91210
C -2.88576 2.50007 -4.38066
C -1.84813 -0.10478 1.43488
H -3.92739 -2.97470 4.75861
C -4.58082 0.10182 6.00935
C 2.61199 -2.66734 -0.91612
H -1.91197 -2.93719 3.41520
N 1.98101 0.37776 0.23434
H -2.71815 0.46052 1.75923
H -5.22568 0.59506 6.72616
C 2.46921 -2.84783 -3.61524
H -1.04709 4.26840 -1.49581
H -3.52470 1.90177 5.49508
N 1.67462 -1.94114 -1.55515
Br -0.46843 -2.58212 1.04345
H 2.69947 0.91942 -1.73468
C -2.11851 1.75351 -3.49664
C 4.35423 1.90686 2.48841
C 3.43219 -3.61085 -2.95634
C -3.01440 3.86638 -4.21223
H -2.36195 1.77674 -0.17387
Ti 0.40491 -0.68283 -0.51496
C -2.09991 -1.88873 3.20207
N -1.39755 1.47698 -0.17769
H 4.65223 2.22371 -0.31857
H 0.21765 2.32882 -1.18485
C 2.84658 0.98713 -0.67346
C -2.92154 -1.16449 4.17269
C -2.36362 4.51684 -3.16462
N -1.10605 0.31243 0.48392
C -0.62527 1.69388 -1.41886
H 5.03899 -5.04683 -3.05614
H 4.81400 2.85068 2.21250
H 2.65072 -2.57437 0.15955
C 3.81286 1.63398 0.01471
H -5.41614 -1.84621 6.36829
N 3.54040 1.42631 1.35457
C -4.68748 -1.26922 5.81144
C 3.48787 -3.49878 -1.56928
H 0.88279 -1.43823 -3.40642
H -1.38758 0.01807 -3.16401
C -1.46006 2.38662 -2.44460
C -1.58180 3.77223 -2.30284
H -2.45636 5.58801 -3.03479
H 4.21516 -4.06125 -0.99801
H 2.37887 -2.88463 -4.69388
C -1.60025 -1.38393 2.07941

***

Record 2
64
Properties=species:S:1:pos:R:3 method="wB97M-V/def2-TZVPD" lumo_energy_ev=-5.0 charge=+1 de_lowest_ev=0.0000 homo_ev=-11.06 orbital_gap_ev=6.07
H 4.60802 -1.90967 0.91762
C 0.01035 3.29046 -1.81464
C -1.91311 0.65956 2.59479
S 1.02859 -4.70010 -1.77137
Se 3.59936 3.05629 5.44098
N -0.05851 -2.40422 -0.70275
H -0.80668 2.76936 4.99390
C -0.80598 2.05850 4.17857
H 2.34135 -2.33125 0.04521
V -0.65771 -1.05127 0.38292
O -2.22273 -0.98024 -0.12679
H -5.54313 -1.35759 -0.16060
C 0.80860 1.01925 -1.43832
C -4.57344 -1.08108 0.25475
C -3.60071 -0.29356 -1.94809
C 2.91288 1.42168 3.68288
C -3.39683 -2.71969 -1.25941
H -1.76746 3.84704 -0.73498
H -4.52181 -0.48050 -2.50204
H 0.12024 4.24308 -2.31550
H 1.70139 2.40667 -2.78184
H -1.98250 1.71028 0.37352
C 0.40829 -3.41343 -1.15779
N 1.84987 2.91058 5.12976
C 1.60654 0.08610 2.10215
C -1.03540 3.07359 -0.92833
H 4.11956 -0.34336 -3.15814
C 3.78184 -1.30794 1.26774
H 0.64733 -1.51123 -3.70856
N -0.75788 0.25429 2.07510
C 2.84847 0.39807 2.64323
N 1.44120 -0.84923 1.14810
H -3.20017 -3.37843 -0.41363
C 1.86136 0.02003 -1.86988
C 0.40648 1.60583 3.66555
Br -1.01502 -2.63349 2.25353
C -3.50993 -1.28053 -0.80460
H -2.94228 1.86210 4.02898
H 0.02844 0.15733 -3.79573
C 0.38671 0.69224 2.61578
H -4.37944 -1.71512 1.12019
H -2.60403 -2.83604 -1.99758
H 1.06926 -0.46341 -5.07819
H 1.60601 -0.98631 -1.53434
C 3.96375 -0.30935 2.19747
N 4.02955 1.83427 4.21600
H -3.61680 0.73268 -1.58308
N 2.06558 0.02814 -3.30923
C 3.23956 -0.75456 -3.65400
H 3.13906 -1.81480 -3.36298
C 1.70539 2.01774 4.18989
C -0.22457 0.82124 -0.51372
H 4.93878 -0.08213 2.60732
H 3.40608 -0.71543 -4.72958
C 2.50573 -1.54906 0.77047
H -4.34027 -3.01684 -1.71942
H -2.80889 0.24414 2.15393
C -1.97774 1.56330 3.64515
C -1.14289 1.85217 -0.29195
C 0.90236 2.27091 -2.06414
H 2.81155 0.28878 -1.39588
C 0.89190 -0.47574 -4.00368
H -4.62702 -0.03686 0.56481
H -2.75852 -0.41324 -2.62957

***

Record 3
70
Properties=species:S:1:pos:R:3 method="wB97M-V/def2-TZVPD" lumo_energy_ev=-4.0 charge=+1 de_lowest_ev=1.8733 homo_ev=-11.66 orbital_gap_ev=7.62
N 1.30585 0.41669 -0.16179
H -2.78239 -1.47354 -4.48894
N 5.49211 -4.00435 3.32558
H 2.54869 -2.38807 -2.81971
C 2.30407 -0.27376 1.86473
Cl -3.22303 3.74703 0.34079
H 1.76527 0.05141 -6.02899
O -1.35239 2.41282 -4.05977
H -0.14381 5.27130 2.72226
H -3.16744 4.94060 2.36361
C -3.31329 0.40244 0.35290
C 0.09660 4.25688 2.42977
C 3.88122 -2.21457 1.91642
H -1.85236 0.02120 -4.31024
H 3.46948 -2.04519 -0.76909
H 0.89063 1.82742 -4.47535
C 0.94125 2.23279 3.00503
H -1.01925 -1.54267 -4.31987
C -3.75850 4.11396 1.98829
C 1.48151 0.57321 1.14843
C -2.04562 -1.12210 -2.48279
H -3.81387 -2.47992 2.96327
N -1.95456 0.50157 0.57038
H 1.33262 1.59437 3.78744
C -1.92238 -1.01908 -3.99457
N -2.78520 -0.97859 1.96192
C 1.99509 -0.49078 -0.84787
C 4.00570 -3.53755 1.51022
N 2.18317 -1.26531 -4.50389
C 0.84485 1.80822 1.69019
C 4.60000 -1.80393 3.03334
C 2.99709 -1.27830 1.18424
C -1.67924 -0.35274 1.53922
H -4.81297 4.35733 1.95602
H -3.81102 0.97980 -0.40372
O -0.89237 -0.59971 -1.84960
C -2.86341 -1.95979 3.03563
C -2.18396 -2.57136 -2.03904
C 1.30556 0.90390 -4.09880
H -1.30773 -3.13783 -2.36208
H -2.79795 -1.47225 4.00659
Cl -3.52415 2.74042 3.08292
C 2.86612 -1.35306 -0.19962
C 2.22840 -1.41981 -3.18454
O -2.63501 4.18456 -3.14700
H -2.05741 -2.68308 2.93563
C -3.83466 -0.50775 1.21321
O -2.68491 2.02629 -2.14038
H -0.50297 4.44568 0.34555
H 5.95071 -2.44475 4.57731
H 3.46091 -3.91603 0.65515
C 4.81973 -4.38688 2.24449
N 0.55744 3.45109 3.37382
C 5.38392 -2.73289 3.69997
C 1.76143 -0.09471 -4.95645
H -3.07374 -3.03042 -2.47283
H -0.70443 -0.55549 1.94971
H 2.41998 -0.16272 2.93341
H 4.58461 -0.77404 3.36524
In -0.57364 1.24054 -1.11448
H 4.93506 -5.42441 1.95432
H -2.25134 -2.63067 -0.95056
O -0.75938 3.30498 -1.93919
N 0.26371 2.58999 0.77408
H -2.94501 -0.58026 -2.16197
N 1.33719 0.73883 -2.78592
H -4.84329 -0.85016 1.36118
Cl -1.89792 3.01266 -2.89149
C -0.08522 3.81901 1.12028
C 1.84587 -0.40847 -2.32204

***

Record 4
63
Properties=species:S:1:pos:R:3 method="wB97M-V/def2-TZVPD" lumo_energy_ev="4.4 / 4.4" spin_multiplicity=6 charge=-2 de_lowest_ev=0.0148 homo_ev="1.70 / -0.54" orbital_gap_ev="2.70 / 4.93"
C -0.25757 3.68366 -2.30550
N -0.42929 -0.29778 -4.69275
N 3.06229 -1.32187 0.12617
C -0.85326 -1.47991 -5.43315
C -3.30969 2.37641 0.49964
H -1.80475 -3.82233 -1.13624
C -0.13305 2.55032 -1.44425
O 2.05354 -0.42196 0.12391
C 3.97012 -3.48679 -0.21536
H -3.88874 0.71884 1.80139
C 2.12998 2.44447 -1.92127
N 1.08765 1.94480 -1.30109
S 1.30084 -3.12001 -0.75885
C -0.02840 -1.57411 2.61853
C -2.35664 2.82125 -0.37591
C 0.84592 4.17911 -2.95097
H 0.69178 1.46561 -4.74850
H -2.93860 -2.40367 4.12259
C 5.41434 -1.67241 0.45904
C -1.79248 -1.82914 -0.31890
C 2.10110 3.56660 -2.75667
C -1.95601 -3.33128 -0.16978
H 0.75429 5.03164 -3.61742
C -1.86266 -1.11326 1.08221
H 1.44241 0.11386 -5.62086
C 2.89315 -2.63018 -0.25568
C -0.87485 -1.91035 3.65741
H -4.38231 -1.17247 -0.13861
C -0.13454 -0.52718 -3.41224
H -3.81696 -1.80473 1.92122
O -2.68405 -1.32058 -1.33449
H 6.10261 -3.72474 0.25420
C 0.49018 0.60287 -5.38277
C -4.05828 -1.51903 -1.12581
C 4.33779 -0.82966 0.40662
C -2.27135 -2.00185 3.36300
H -0.48106 -2.19337 4.62409
H 2.99634 3.94651 -3.23255
H 0.02273 0.93925 -6.30904
C 5.26914 -3.03666 0.18555
C -1.20851 2.03354 -0.66790
H 6.38924 -1.26222 0.70326
N -1.12194 0.77229 -0.11104
H 4.36996 0.23627 0.57146
C -2.76630 -1.66022 2.15454
H -2.94146 -3.61488 0.22380
H -0.01253 -2.14440 -5.66488
H -1.20126 -3.70132 0.52387
H -1.57766 -2.02876 -4.83437
H -1.32282 -1.16484 -6.36537
H 3.06803 1.91497 -1.75263
H 1.05127 -1.61555 2.74606
C -3.17350 1.10838 1.09029
N -0.42963 -1.23493 1.41088
Cr 0.11717 -0.94925 -0.43743
H 3.80545 -4.51657 -0.50424
H -2.43492 3.81491 -0.79821
H -4.58031 -0.92707 -1.88278
H -4.35275 -2.57301 -1.24055
H -4.15675 3.00681 0.75091
N 0.11467 -0.71620 -2.31077
C -2.08291 0.34683 0.71075
H -1.22616 4.13929 -2.47540

***

Record 5
86
Properties=species:S:1:pos:R:3 method="wB97M-V/def2-TZVPD" lumo_energy_ev=-0.1 charge=0 de_lowest_ev=0.0000 homo_ev=-9.19 orbital_gap_ev=9.14
C 2.35704 2.31200 -2.13906
F 9.28958 0.04574 -8.21161
O -7.66818 -2.89325 0.91915
C 1.38451 -1.00766 4.77062
F 1.95200 2.98516 -4.29747
F 5.47291 0.74891 -5.78354
F 9.50325 -1.55835 -6.08188
H -2.69924 1.34504 2.36956
F 9.36554 1.11557 -6.29191
C -1.80011 0.72487 2.43799
C 5.98814 1.99370 -5.75364
O -1.57345 -2.09725 4.77166
O -3.09930 -0.79039 3.81570
F 2.26382 1.30347 -1.24742
F 3.25955 -0.95048 -2.37873
C -1.84849 0.85418 4.98826
C 7.36873 1.15231 -7.56222
F -5.85322 0.87268 2.82615
F 7.60258 -0.82941 -5.27785
F 4.96227 2.84929 -5.99380
H -5.97092 -3.05228 2.11958
C -0.93706 -1.29372 3.74667
H 0.34214 1.07359 2.60280
C 2.24409 -1.40737 -3.12864
C 8.32054 -0.99801 -6.40793
H 0.27999 -2.29282 -2.85269
H 0.61818 0.43351 6.16207
H -5.75530 -2.77164 0.39278
H 2.39188 0.98519 -5.28650
O -3.77496 -2.51712 5.07694
H 6.78462 3.40130 -4.30852
H -0.20818 3.12366 3.72596
C 0.57823 -1.33652 3.76189
F 1.63198 3.35430 -1.67262
C -0.54219 1.57629 2.19600
H -3.57636 2.00747 4.30957
H 6.55277 0.48834 -7.84778
C -9.84621 -2.35367 1.75580
F 5.52409 2.09784 -3.45196
H 7.71065 1.66590 -8.45914
H -1.58327 0.30219 5.88737
C -6.13017 -0.99579 1.43528
C 8.58536 0.35406 -7.08002
H 7.78251 -1.66624 -7.08504
F -7.31408 -0.63451 3.45797
H 1.72682 -0.71452 6.87450
F 7.56957 1.58359 -4.03768
F -3.02201 2.50377 6.17523
H -0.38664 1.60584 1.11524
C -2.90218 -1.86314 4.61480
F 2.66119 -2.55802 -3.71472
F -9.52538 -1.05698 1.92320
C -8.59027 -3.23216 1.86139
H -5.33749 -0.95379 3.44980
C 0.92060 -0.61464 6.15219
C 1.03827 -1.78455 -2.25578
F 1.46192 -2.60439 -1.26335
H -10.31563 -2.49333 0.78066
H -3.95256 0.82669 5.58902
C -6.11479 -0.45920 2.86734
H -1.88940 -0.01573 1.63608
H 3.54945 0.71588 -3.99467
C 1.78671 1.88731 -3.49711
F 0.50859 -0.68395 -1.69082
C 6.51262 2.34608 -4.35301
C -6.35552 -2.50146 1.26051
F -8.08492 -3.21866 3.10329
H -0.02842 3.68873 2.07816
O 1.89071 -0.53947 -4.11287
F -6.99201 -0.29296 0.67545
H -1.23937 -1.74849 2.79918
F -4.86323 -0.75930 0.96425
H 3.40019 2.61739 -2.23878
C -3.20056 1.51831 5.21058
I 3.45873 -1.05327 4.59526
C -0.61002 3.02180 2.71497
F 0.46583 1.64659 -3.38589
I 1.31703 -2.02343 1.92696
C -1.82406 -0.03451 3.75102
H 0.07859 -1.23224 6.46549
H -1.12116 1.66079 4.88341
H -1.64181 3.38212 2.74727
O 6.93395 2.18872 -6.70441
C 2.48724 0.73811 -4.23025
F -8.99676 -4.50171 1.60355
F -10.71007 -2.71193 2.73076

***

Record 6
63
Properties=species:S:1:pos:R:3 method="wB97M-V/def2-TZVPD" lumo_energy_ev=0.1 charge=0 de_lowest_ev=22.0468 homo_ev=-8.37 orbital_gap_ev=8.52
S 2.84875 0.42143 0.15751
H -5.35764 3.53702 0.44002
C 6.62716 1.76091 1.35780
N -3.74420 -3.10229 0.37055
H -5.76224 -2.18852 1.69473
H 0.92626 -3.70060 -2.49506
H 7.15169 1.82351 2.26174
C -6.79919 -1.59057 0.05159
C 7.21954 1.70634 0.17738
C 4.51573 1.07358 0.41413
H 2.69263 -2.42535 1.11831
C -3.55527 3.15579 -0.13060
C 0.98620 -2.09358 -0.97713
F -4.79870 5.27864 -1.40615
C -2.76350 -3.97118 0.09081
N 3.10026 -1.02809 -0.34006
F -4.45920 5.62996 0.81378
C 6.56796 1.76664 -1.01121
H -1.91316 0.05392 -0.12292
H 4.29968 -1.58104 1.14217
O 1.98753 1.30805 -0.49939
N -3.67916 -1.92895 0.50436
H -6.07312 1.19960 0.49985
C 0.32553 -1.90362 0.00551
C -4.07853 0.33726 0.37431
H -6.89722 -0.74480 -0.69253
C 5.19594 1.12930 1.53498
C 5.17019 1.48018 -1.21616
C 0.43494 -3.28420 -1.83465
O -2.82794 4.30962 -0.33213
H -3.14916 6.43110 -0.64724
H -7.67747 -1.86745 0.35040
C -2.81191 0.82177 -0.03186
C -1.47829 -3.16920 -0.17558
H 4.62136 1.20205 -2.04884
C -0.80706 -3.89139 -1.17572
C 2.32240 -1.38793 -1.56133
O 2.45339 0.42466 1.66961
C -4.71539 2.87916 0.00871
C -2.44157 2.12882 -0.27648
C -0.98032 -2.21649 0.42867
H -6.21309 -0.50847 1.83074
H 8.60384 3.39753 0.03077
C 3.61181 -2.07315 0.70793
C -3.71853 5.52565 -0.22594
H 4.20794 -2.94117 0.02670
H -1.11195 -4.86008 -1.79075
H 6.99854 2.17511 -1.90798
H 9.18799 1.99116 -0.68555
C 8.59227 2.35438 0.01305
H 4.80889 0.90272 2.42375
H 9.12814 2.00011 1.03400
H 0.66149 -1.03265 0.70218
H -6.32932 -2.31877 -0.67924
C -5.85584 -1.48820 0.96650
C -4.56454 -1.04101 0.64864
C -4.96862 1.32680 0.40654
H -4.45300 -3.61659 0.75246
H -1.47418 -1.89502 1.34930
H 2.62513 -2.07372 -1.95037
O -2.87449 -5.23881 0.21016
H -1.37894 2.25131 -0.35982
H 1.83950 -0.62119 -1.99497

***

Record 7
60
Properties=species:S:1:pos:R:3 method="wB97M-V/def2-TZVPD" lumo_energy_ev="-9.8 / -13.3" spin_multiplicity=5 charge=+3 de_lowest_ev=0.0000 homo_ev="-17.16 / -17.28" orbital_gap_ev="7.32 / 4.02"
C 11.61897 11.18770 8.88113
H 9.07769 11.18000 15.38253
H 5.83017 13.47703 13.74461
H 12.03637 12.53145 5.27734
C 7.47685 8.67000 9.17744
H 6.97499 6.85442 8.20492
C 10.64930 11.90213 6.76567
H 6.36538 12.60936 11.48550
H 6.10290 9.74228 12.10498
C 6.33156 9.13233 11.23968
C 12.28940 8.18586 9.69898
H 9.31172 16.28876 12.66414
H 12.86946 6.22764 9.04557
C 6.95387 12.28678 12.34936
C 6.78202 7.47976 9.05865
S 9.78757 15.39492 10.50915
C 13.36539 8.99804 11.72524
H 14.81456 7.65635 12.60904
C 8.84052 11.10262 13.25326
C 5.66410 7.91043 11.12715
C 12.99350 12.22922 7.19868
C 8.82602 15.50834 12.04664
C 12.85240 11.67011 8.45189
C 10.43357 11.34080 8.06711
H 9.70439 10.46442 13.13920
H 8.20435 8.92825 8.41505
C 11.89568 12.25146 6.32438
P 8.45128 10.91324 10.45634
H 9.78732 11.92674 6.09418
H 7.78646 15.79594 11.80404
C 9.68392 17.14621 10.00578
H 13.69022 11.58648 9.16049
N 9.91437 10.01723 10.63021
H 13.93204 12.65613 6.87795
H 13.44305 9.75146 12.51395
Pt 9.12626 12.67496 9.18494
C 7.37943 12.33668 14.74024
C 8.49231 11.52051 14.53566
H 8.62645 17.38919 9.78916
H 9.81145 9.02228 10.81302
C 7.27056 9.54976 10.25399
H 5.36242 6.12785 9.96543
H 7.07748 12.62902 15.74264
C 6.64465 12.76873 13.62226
H 11.56032 8.34416 8.89328
P 11.48448 10.69698 10.57811
F 10.49773 12.76206 10.91324
C 14.11367 7.81842 11.78852
H 8.86490 14.53281 12.55571
H 14.57143 5.95431 10.84950
H 4.95894 7.58625 11.89351
H 9.69126 10.51086 8.11944
C 13.96454 6.84652 10.79976
C 5.87996 7.08376 10.03518
C 8.07296 11.47064 12.14815
C 13.02784 7.00438 9.78980
C 12.48433 9.20851 10.63747
O 8.85833 14.64059 9.49663
H 10.06260 17.71765 10.85616
H 10.34630 17.28098 9.12646